ORCA calculation (ωB97M-V/def2-TZVPD) on a structure of composition C32H27N6PPt at a distorted geometry.

HOMO energy, eV: -13.603
E_LUMO, eV: -6.544
Largest force on an atom, eV Å⁻¹: 2.09
Orbital gap, Ha: 0.2594
Energy relative to the best compared isomer or geometry (same formula, charge and spin), kcal/mol: 11.0

```
! RIJCOSX wB97M-V def2-TZVPD def2/J DEFGRID3
* xyz 2 1
Pt 0.51850 1.07813 -0.37546
N -2.64068 1.25848 2.61003
C -1.89471 0.88290 1.58801
N -0.83855 1.53673 1.16431
C -0.45731 2.72115 1.83208
N 0.52648 3.44970 1.41979
N 1.15438 2.85919 0.35615
C 2.00549 3.49855 -0.34481
C 2.69942 2.67296 -1.32027
C 3.83640 3.10608 -1.96751
C 4.52307 2.22842 -2.79429
C 4.05687 0.93630 -2.91672
C 2.90250 0.56236 -2.24544
N 2.20634 1.41036 -1.48232
C -1.23698 3.15129 2.98422
C -0.91660 4.30292 3.71198
C -1.70360 4.68167 4.77564
C -2.82240 3.92193 5.13109
C -3.15209 2.78293 4.42782
C -2.35070 2.40695 3.35733
H -3.44202 0.69976 2.86424
H -2.18721 -0.02202 1.07171
H 2.22408 4.54749 -0.17896
H 4.18380 4.11773 -1.80791
H 5.41376 2.54996 -3.31709
H 4.57148 0.20895 -3.52822
H 2.52678 -0.44145 -2.32678
H -0.04605 4.87595 3.42619
H -1.45710 5.57048 5.33916
H -3.43766 4.22888 5.96598
H -4.01538 2.19003 4.70422
N -1.85162 0.67849 -1.67909
C -2.39864 -0.53174 -1.14523
C -3.77336 -0.74437 -1.09802
C -4.28184 -1.92667 -0.58204
C -3.42180 -2.91520 -0.11709
C -2.05401 -2.70530 -0.15243
C -1.52881 -1.50838 -0.64391
P 0.26595 -1.20605 -0.71576
C 0.65824 -1.96337 -2.31183
C 0.53591 -1.17364 -3.45875
C 0.65989 -1.73912 -4.71792
C 0.92870 -3.09635 -4.84143
C 1.06199 -3.88472 -3.70846
C 0.91288 -3.32806 -2.44610
C 0.99912 -2.11539 0.65503
C 0.45023 -1.92346 1.92533
C 1.01855 -2.53017 3.03070
C 2.14788 -3.32733 2.87964
C 2.71652 -3.49570 1.62814
C 2.15320 -2.88215 0.51659
H -1.61102 0.56571 -2.65769
H -2.52591 1.43433 -1.63438
H -4.44453 0.01340 -1.48607
H -5.35239 -2.08363 -0.55983
H -3.81807 -3.84318 0.27255
H -1.38427 -3.46696 0.22956
H 0.37521 -0.10492 -3.36241
H 0.55020 -1.12317 -5.60076
H 1.03586 -3.53742 -5.82354
H 1.27755 -4.94048 -3.80540
H 0.97855 -3.96477 -1.57439
H -0.42958 -1.30348 2.04413
H 0.58607 -2.38380 4.01167
H 2.58598 -3.81214 3.74194
H 3.60268 -4.10557 1.51313
H 2.62440 -2.99998 -0.45006
*
```

ORCA calculation (ωB97M-V/def2-TZVPD) on a cluster of 2 separate species, C32H27NO5 in total at a distorted geometry.

HOMO energy, eV: -7.174
E_LUMO, eV: -2.558
Largest force on an atom, eV Å⁻¹: 2.80
Orbital gap, Ha: 0.1696

```
! RIJCOSX wB97M-V def2-TZVPD def2/J DEFGRID3
* xyz 0 1
C -5.11737 -1.11126 -3.66609
C -3.92567 -0.40797 -3.89365
C -2.83927 -0.57018 -3.03602
C -2.91011 -1.46186 -1.93888
C -1.73759 -1.71791 -1.11968
C -0.45177 -1.50638 -1.65265
C 0.70281 -1.41869 -0.89401
C 2.01483 -1.67521 -1.43876
C 3.07222 -2.06085 -0.57368
C 4.26821 -2.53572 -1.09415
C 4.45698 -2.59765 -2.48553
C 3.46057 -2.12098 -3.34875
C 2.25615 -1.64636 -2.83745
C -1.89338 -2.22361 0.24399
C -1.04613 -3.22144 0.76773
C -1.23707 -3.71989 2.05634
C -2.26282 -3.21096 2.86397
C -3.10667 -2.20818 2.36426
C -2.93092 -1.73621 1.06976
C -4.13052 -2.14377 -1.71154
C -5.22026 -1.96517 -2.55892
H -5.96338 -0.99023 -4.34402
H -3.84273 0.27354 -4.74328
H -1.92738 0.01235 -3.19346
H -0.37903 -1.37569 -2.73383
H 0.62851 -1.36491 0.19580
H 2.89501 -2.01975 0.50617
H 5.05384 -2.87512 -0.41839
H 5.38118 -3.00769 -2.89147
H 3.61707 -2.13342 -4.42847
H 1.47741 -1.27162 -3.50462
H -0.24860 -3.62660 0.13833
H -0.58207 -4.51557 2.42572
H -2.40785 -3.59790 3.87449
H -3.91219 -1.80059 2.98072
H -3.59250 -0.95796 0.68361
H -4.20870 -2.83489 -0.87068
H -6.15149 -2.49516 -2.35384
C 3.75622 4.33670 -2.30126
C 3.27246 3.81664 -0.97502
O 2.34018 2.74353 -1.20525
C 1.83781 2.28626 -0.01855
C 0.71259 1.38969 -0.18273
C -0.34335 1.32447 0.74647
O -1.45593 0.82912 0.46363
C -0.14432 1.87138 2.15994
C -0.06706 3.25028 2.39387
C 0.01845 3.74779 3.68888
C 0.07776 2.83599 4.75856
N 0.51112 3.31016 6.03360
O 0.60142 2.49896 6.98185
O 0.80860 4.52257 6.13912
C -0.07782 1.45330 4.54627
C -0.19392 0.98136 3.24521
O 2.35437 2.65837 1.03714
H 4.56616 5.04443 -2.11849
H 4.13165 3.53658 -2.94384
H 2.96018 4.87080 -2.82781
H 4.10778 3.44469 -0.36667
H 2.76357 4.61979 -0.42097
H 0.54864 1.00297 -1.17844
H -0.07008 3.95440 1.55956
H 0.09505 4.81405 3.89222
H -0.06667 0.78518 5.40078
H -0.30418 -0.08799 3.05289
*
```

ORCA calculation (ωB97M-V/def2-TZVPD) on a structure of composition C32H28BiBrF5N9O2S3Te at a distorted geometry.

HOMO energy, eV: -7.744
E_LUMO, eV: -0.655
Largest force on an atom, eV Å⁻¹: 1.91
Orbital gap, Ha: 0.2605
Energy relative to the best compared isomer or geometry (same formula, charge and spin), kcal/mol: 45.4

```
! RIJCOSX wB97M-V def2-TZVPD def2/J DEFGRID3
* xyz 0 1
Bi 0.41113 0.71867 0.16505
C 2.69328 1.29814 -1.00229
C 2.50433 2.67457 -0.85997
C 2.59623 3.00709 0.50765
C 2.85480 1.84291 1.22597
C 2.87938 0.74965 0.31550
H 2.74600 0.73260 -1.92004
H 2.30382 3.36789 -1.66319
H 2.49527 3.99638 0.92862
H 2.99884 1.75833 2.29068
H 3.26456 -0.23677 0.52614
N -0.58400 -1.85158 -2.76728
C -1.65194 -1.54411 -2.00165
N -1.69158 -0.60117 -1.09520
C -2.99469 -0.42662 -0.63557
C -3.89685 -1.31693 -1.10715
S -3.16046 -2.37844 -2.24171
C -3.35109 0.74449 0.16315
C -4.60189 1.04958 0.58510
S -4.62811 2.62551 1.27549
C -2.92358 2.77163 0.92252
N -2.39484 1.70798 0.39137
N -2.27978 3.93911 1.11208
H 0.30641 -1.51676 -2.41719
H -0.59599 -2.72062 -3.26962
H -4.95146 -1.37797 -0.90431
H -5.50775 0.47666 0.48950
H -2.66944 4.60942 1.74967
H -1.27342 3.91306 1.05978
Br 4.23725 -2.57176 6.69783
C 3.03208 -3.60907 5.67464
C 1.98529 -4.26007 6.30469
C 1.10752 -5.01770 5.54836
C 1.24833 -5.10161 4.16729
C 2.32757 -4.46266 3.55227
C 3.22150 -3.72247 4.30551
N 0.33719 -5.98500 3.50666
N -0.05402 -5.83007 2.34117
C 0.16639 -4.63614 1.60495
C 0.64990 -4.75635 0.32499
C 0.99113 -3.63687 -0.44397
C 0.77581 -2.35125 0.02291
O 1.11356 -1.27705 -0.65158
C 0.13552 -2.22312 1.29679
N -0.18378 -0.96452 1.69837
C -0.78798 -0.75312 2.84768
C -1.14184 -1.81638 3.68995
C -0.83915 -3.09511 3.31433
C -0.16242 -3.34262 2.09798
H 1.86246 -4.18480 7.37590
H 0.28706 -5.54339 6.02003
H 2.49079 -4.56018 2.48855
H 4.05339 -3.22329 3.82858
H 0.83344 -5.75116 -0.06213
H 1.45394 -3.76550 -1.41375
H -1.00096 0.27734 3.10216
H -1.65554 -1.61100 4.61767
H -1.13843 -3.92962 3.93383
F -1.45322 3.27333 4.21086
Te 0.39803 3.11693 3.84158
F 0.49209 4.24504 5.34063
F 0.57104 1.72825 5.09603
F 0.35536 4.74109 2.88090
F 2.25782 3.31361 3.90749
O 0.14586 2.02535 2.45892
C 1.99764 3.26607 -7.07342
C 0.65497 3.04720 -6.45847
C -0.53213 3.29195 -7.07587
C -1.71974 3.03568 -6.34697
N -1.71616 2.57879 -5.11591
C -0.54299 2.33853 -4.48374
S -0.43301 1.78605 -2.92189
N 0.62311 2.57470 -5.19368
C -3.06201 3.28402 -6.95956
H 1.89811 3.62994 -8.09205
H 2.56720 2.33536 -7.08530
H 2.56415 3.99638 -6.49315
H -0.56227 3.67118 -8.08577
H 1.48172 2.39068 -4.69316
H -2.98621 3.63807 -7.98529
H -3.59642 4.01914 -6.35768
H -3.64607 2.36448 -6.92929
*
```

ORCA calculation (ωB97M-V/def2-TZVPD) on a structure of composition C32H29AsN4OPdS2.

HOMO energy (spin up / spin down), eV: -12.659 / -14.088
E_LUMO (spin up / spin down), eV: -5.502 / -7.722
Largest force on an atom, eV Å⁻¹: 0.09
Orbital gap (spin up / spin down), Ha: 0.2630 / 0.2339
Energy relative to the best compared isomer or geometry (same formula, charge and spin), kcal/mol: 0.0

```
! RIJCOSX wB97M-V def2-TZVPD def2/J DEFGRID3
* xyz 2 5
Pd -0.98448 -0.95855 0.22326
S 0.02344 0.60207 -1.55499
C 1.70893 0.68332 -1.30266
C 2.42540 1.69177 -1.98817
C 3.78511 1.82618 -1.80695
C 4.45791 0.96403 -0.94666
C 3.77004 -0.04675 -0.27019
C 2.41205 -0.20210 -0.44483
As 1.42822 -1.62068 0.43326
C 2.37191 -1.94304 2.07323
C 3.48859 -2.77302 2.12138
C 4.15638 -2.95052 3.32453
C 3.70949 -2.30734 4.47135
C 2.59073 -1.48669 4.42386
C 1.91835 -1.30574 3.22438
C 1.79084 -3.16122 -0.66367
C 2.21894 -3.03302 -1.97938
C 2.38165 -4.16719 -2.76573
C 2.11717 -5.42247 -2.23848
C 1.68833 -5.55016 -0.92217
C 1.51918 -4.42207 -0.13470
H 1.88646 2.35585 -2.65080
H 4.32634 2.60166 -2.33113
H 5.52483 1.07085 -0.80231
H 4.31242 -0.70828 0.39379
H 3.83205 -3.28769 1.23177
H 5.02455 -3.59437 3.36706
H 4.23247 -2.45119 5.40718
H 2.24065 -0.99492 5.32152
H 1.03647 -0.67491 3.18728
H 2.44576 -2.05707 -2.39347
H 2.72888 -4.06879 -3.78574
H 2.25823 -6.30456 -2.84878
H 1.49905 -6.53147 -0.50625
H 1.19768 -4.52707 0.89666
C -1.31654 -2.17968 -2.87702
C -1.53049 -3.26648 -1.87545
C -1.73287 -4.58942 -2.31839
C -1.95227 -5.58200 -1.41393
C -2.00051 -5.26575 -0.04145
C -2.25932 -6.25304 0.94293
C -2.33598 -5.92702 2.27591
C -2.16715 -4.60295 2.66523
C -1.89006 -3.59246 1.73244
S -1.71950 -2.00553 2.28978
C -1.79266 -3.92818 0.33598
N -1.53520 -2.95860 -0.58430
H -0.27305 -1.85956 -2.86319
H -1.94824 -1.32161 -2.64420
H -1.54956 -2.52798 -3.88029
H -1.71175 -4.79307 -3.37941
H -2.10591 -6.60551 -1.73297
H -2.40647 -7.27619 0.61978
H -2.54087 -6.68616 3.01728
H -2.24883 -4.32722 3.70855
C -3.49590 4.32867 1.99977
N -3.05466 3.04314 1.48357
C -3.80132 2.20557 0.55842
C -2.83504 1.05414 0.39396
O -2.99328 0.05031 -0.30395
N -1.71798 1.26275 1.12700
C -1.88928 2.45129 1.74331
N -0.96898 2.97990 2.54167
H -4.52913 4.48355 1.70275
H -2.89593 5.14540 1.59590
H -3.45718 4.34123 3.08965
H -3.98698 2.70328 -0.39506
H -4.75171 1.86986 0.97603
H -0.11391 2.47770 2.70217
H -1.10261 3.86677 2.99511
*
```

ORCA calculation (ωB97M-V/def2-TZVPD) on a structure of composition C32H29BN6O7SeTa at a distorted geometry.

HOMO energy, eV: -10.746
E_LUMO, eV: -4.304
Largest force on an atom, eV Å⁻¹: 2.63
Orbital gap, Ha: 0.2367

```
! RIJCOSX wB97M-V def2-TZVPD def2/J DEFGRID3
* xyz 1 1
Ta -0.36304 -0.06187 -0.05302
C -2.01732 3.24855 2.34249
C -2.24244 2.31946 1.19530
O -1.26505 1.74627 0.66035
N -3.48000 2.14650 0.76012
C -3.84912 1.29076 -0.37331
C -3.28318 1.80434 -1.67614
C -3.96383 2.75278 -2.42694
C -3.41157 3.17828 -3.62480
C -2.20006 2.64067 -4.02758
C -1.58115 1.71558 -3.20398
N -2.10449 1.30305 -2.05115
H -1.36911 2.75354 3.06471
H -2.94650 3.54746 2.82013
H -1.48939 4.13230 1.98190
H -4.21807 2.65730 1.21549
H -4.93511 1.25976 -0.41917
H -3.48013 0.28234 -0.20229
H -4.91259 3.14150 -2.08105
H -3.92384 3.90866 -4.23619
H -1.73801 2.93238 -4.95974
H -0.62735 1.27662 -3.47449
O -1.21270 -0.37430 2.17084
C -2.01123 -1.25860 1.75665
O -2.26465 -1.32197 0.51570
C -2.61037 -2.24559 2.69021
C -2.96066 -3.49962 2.19624
C -3.43176 -4.47226 3.05846
C -3.57443 -4.15712 4.39975
C -3.26940 -2.90144 4.90091
C -2.76577 -1.94553 4.03927
N -4.01749 -5.20531 5.33453
O -4.27753 -4.86317 6.46988
O -4.08372 -6.33859 4.90611
H -2.83301 -3.70879 1.14352
H -3.68381 -5.46360 2.71256
H -3.41865 -2.70358 5.95181
H -2.47977 -0.96931 4.40637
O 1.89073 -1.44004 2.03772
B 1.20476 -0.43031 1.41865
O 1.50081 0.80136 1.98675
C 2.42716 0.54219 2.97594
C 3.07749 1.41573 3.81756
C 3.97205 0.85268 4.72123
C 4.20404 -0.51794 4.75797
C 3.55630 -1.39281 3.89184
C 2.66422 -0.82902 3.00833
H 2.89540 2.48061 3.77689
H 4.50294 1.49983 5.40584
H 4.91340 -0.91688 5.46980
H 3.73239 -2.45884 3.91743
C 5.28305 0.33896 -5.70937
C 4.37155 0.62351 -4.55039
C 3.83395 1.88452 -4.33761
C 2.95078 2.13261 -3.29660
C 2.42736 3.52913 -3.08664
C 2.59446 1.07614 -2.44876
Se 1.22487 1.53543 -1.10861
C 3.21640 -0.17311 -2.55769
C 3.08451 -1.29815 -1.57256
C 4.07441 -0.37484 -3.63355
H 5.43310 1.22503 -6.32266
H 4.86742 -0.45299 -6.33353
H 6.25418 -0.00461 -5.35094
H 4.11028 2.69993 -4.99525
H 3.03663 4.25091 -3.62507
H 2.43810 3.77758 -2.02573
H 1.39423 3.61356 -3.43194
H 3.00970 -0.93440 -0.54768
H 3.96354 -1.93660 -1.64068
H 2.21774 -1.91317 -1.78366
H 4.53704 -1.34855 -3.74838
N -2.29078 -4.79923 -4.14417
C -1.83131 -4.14769 -3.31225
N -1.32887 -3.45143 -2.32695
C -0.82411 -2.46003 -1.88272
N -0.29367 -1.54654 -1.29602
*
```

ORCA calculation (ωB97M-V/def2-TZVPD) on a structure of composition C32H29ClF4N4O4Ti.

HOMO energy (spin up / spin down), eV: -10.315 / -11.057
E_LUMO (spin up / spin down), eV: -4.303 / -4.763
Largest force on an atom, eV Å⁻¹: 0.28
Orbital gap (spin up / spin down), Ha: 0.2209 / 0.2313
Energy relative to the best compared isomer or geometry (same formula, charge and spin), kcal/mol: 0.0

```
! RIJCOSX wB97M-V def2-TZVPD def2/J DEFGRID3
* xyz 1 2
Ti 0.03718 0.07269 -0.17232
C 1.71796 3.66876 0.30784
C 1.21883 2.76511 1.42107
N -0.08911 2.10924 1.15389
C -1.10883 3.09498 0.71718
C -1.40091 4.23480 1.68479
C -0.50507 1.43603 2.41457
C -1.71174 0.55427 2.18255
N -1.41538 -0.33483 1.04818
C -2.08098 -1.57646 1.03995
C -2.76926 -2.02550 -0.08435
F -2.80315 -1.25413 -1.18693
C -3.40483 -3.25101 -0.11682
F -4.05256 -3.61121 -1.22835
C -3.37488 -4.09667 0.97399
C -2.67599 -3.68179 2.08769
F -2.58439 -4.47971 3.15282
C -2.03385 -2.45839 2.12015
F -1.30132 -2.14321 3.19667
H 2.74194 3.97073 0.52723
H 1.12689 4.57855 0.20481
H 1.72147 3.15469 -0.65398
H 1.14457 3.34233 2.34893
H 1.93362 1.96531 1.60009
H -2.02972 2.54862 0.52186
H -0.78363 3.49740 -0.24208
H -1.86658 3.88788 2.60645
H -2.09619 4.92988 1.21431
H -0.50516 4.79731 1.94660
H -0.69147 2.16851 3.20384
H 0.33194 0.80905 2.72181
H -2.60982 1.14547 1.96672
H -1.91359 0.00636 3.10122
H -3.87396 -5.05481 0.95420
O 7.94633 -0.26306 -1.81599
C 7.02688 -0.81959 -1.00400
O 7.33938 -1.63173 -0.18653
C 5.60436 -0.35725 -1.18002
C 5.27378 0.95371 -1.67012
C 3.96303 1.33477 -1.82474
C 2.91632 0.47685 -1.48114
C 3.18529 -0.86985 -0.88157
C 4.62974 -1.20846 -0.81556
N 1.60330 0.78111 -1.69198
C 1.20094 1.59170 -2.62304
C -0.21901 1.87971 -2.70211
C -0.74396 2.69978 -3.68935
C -2.11229 2.91194 -3.72824
C -2.91211 2.29794 -2.77891
C -2.31454 1.49956 -1.81850
N -0.99738 1.28974 -1.76755
H 7.53947 0.25338 -2.52117
H 6.06361 1.66566 -1.87398
H 3.74167 2.33721 -2.17066
H 2.70110 -1.60537 -1.53854
H 4.89807 -2.17783 -0.41039
H 1.86652 2.02066 -3.36686
H -0.08631 3.15573 -4.41676
H -2.54607 3.54329 -4.49183
H -3.98472 2.42555 -2.77118
H -2.90357 1.00733 -1.05938
Cl 2.72090 -6.09682 2.09664
C 1.96616 -4.78755 1.25210
C 0.78354 -5.00531 0.56359
C 0.17414 -3.95524 -0.10788
C 0.76175 -2.70406 -0.08104
O 0.17253 -1.63558 -0.70104
C 1.95368 -2.48141 0.60867
C 2.53780 -1.09486 0.55085
O 1.55775 -0.11979 0.81138
C 2.55621 -3.53128 1.27865
H 0.34123 -5.99175 0.55878
H -0.74887 -4.10277 -0.65264
H 3.31750 -0.97687 1.30637
H 3.47634 -3.38285 1.83018
*
```

- Which of these has the lowest largest force on an atom?
  C32H29AsN4OPdS2